No. 1
{
  "formula": "C52H58GeN5O5S2Ti",
  "method": "ωB97M-V with the def2-TZVPD basis set",
  "multiplicity": 2,
  "molar_mass_g_mol": 1017.7,
  "orbital_gap_ev": [7.6253, 7.6591],
  "e_tot_ev": -173849.392,
  "total_charge": 2,
  "species": ["Ti", "C", "C", "C", "C", "O", "Ge", "O", "C", "C", "C", "C", "O", "C", "C", "C", "C", "H", "H", "H", "H", "H", "H", "H", "H", "H", "H", "H", "H", "H", "H", "H", "H", "H", "H", "H", "H", "H", "H", "H", "H", "H", "H", "H", "C", "C", "C", "C", "C", "C", "C", "S", "O", "C", "C", "C", "C", "C", "C", "C", "C", "C", "C", "C", "C", "C", "C", "C", "C", "C", "C", "C", "C", "S", "O", "C", "C", "C", "C", "C", "C", "C", "H", "H", "H", "H", "H", "H", "H", "H", "H", "H", "H", "H", "H", "H", "H", "H", "H", "H", "H", "H", "H", "H", "H", "H", "H", "H", "N", "C", "N", "C", "N", "C", "C", "N", "C", "C", "N", "H", "H", "H", "H", "H"],
  "positions_angstrom": [[0.68, 0.23, 1.15], [0.17, -1.16, 4.54], [0.68, -2.05, 3.42], [-0.44, -2.89, 2.81], [1.77, -2.97, 3.94], [1.21, -1.20, 2.36], [3.31, -1.03, 2.14], [2.66, 0.13, 0.69], [3.58, 0.31, -0.44], [3.00, 1.36, -1.37], [4.92, 0.78, 0.11], [3.71, -1.02, -1.17], [3.41, 0.35, 3.32], [4.41, 0.49, 4.34], [5.46, -0.61, 4.29], [3.70, 0.47, 5.69], [5.08, 1.84, 4.13], [-0.01, -1.75, 5.44], [-0.77, -0.67, 4.28], [0.92, -0.40, 4.77], [-0.96, -3.45, 3.59], [-0.05, -3.59, 2.08], [-1.18, -2.25, 2.32], [1.33, -3.67, 4.66], [2.55, -2.42, 4.46], [2.22, -3.56, 3.14], [2.73, 2.27, -0.82], [2.12, 0.98, -1.88], [3.74, 1.63, -2.12], [4.82, 1.75, 0.61], [5.63, 0.90, -0.71], [5.36, 0.07, 0.80], [2.72, -1.37, -1.49], [4.18, -1.78, -0.55], [4.32, -0.89, -2.07], [5.02, -1.60, 4.41], [6.18, -0.48, 5.10], [6.02, -0.59, 3.35], [3.25, -0.51, 5.87], [2.90, 1.21, 5.70], [4.39, 0.68, 6.51], [5.48, 1.91, 3.11], [5.91, 1.99, 4.82], [4.37, 2.65, 4.28], [-0.41, 6.98, -4.24], [-0.40, 5.63, -3.58], [-0.62, 4.47, -4.32], [-0.62, 3.23, -3.71], [-0.40, 3.15, -2.34], [-0.16, 4.28, -1.58], [-0.15, 5.52, -2.21], [-0.44, 1.54, -1.62], [0.16, 1.75, -0.22], [-2.17, 1.33, -1.29], [-2.83, 2.28, -0.47], [-4.15, 2.12, -0.20], [-4.87, 1.00, -0.70], [-6.23, 0.81, -0.40], [-6.92, -0.26, -0.91], [-6.27, -1.18, -1.75], [-4.95, -1.02, -2.07], [-4.21, 0.06, -1.54], [-2.83, 0.26, -1.85], [-2.15, -0.60, -2.86], [-2.32, -0.28, -4.24], [-3.15, 0.78, -4.67], [-3.28, 1.05, -6.00], [-2.60, 0.28, -6.97], [-1.79, -0.75, -6.58], [-1.63, -1.06, -5.21], [-0.79, -2.12, -4.79], [-0.65, -2.42, -3.47], [-1.34, -1.66, -2.51], [-1.20, -1.96, -0.77], [-0.02, -1.10, -0.32], [-0.60, -3.63, -0.72], [0.75, -3.90, -0.56], [1.16, -5.22, -0.51], [0.25, -6.27, -0.61], [0.69, -7.70, -0.54], [-1.11, -5.96, -0.77], [-1.54, -4.65, -0.82], [-0.33, 6.89, -5.32], [0.41, 7.60, -3.88], [-1.35, 7.50, -4.02], [-0.79, 4.54, -5.39], [-0.78, 2.33, -4.30], [0.04, 4.20, -0.52], [0.04, 6.41, -1.63], [-2.27, 3.13, -0.09], [-4.68, 2.84, 0.42], [-6.73, 1.54, 0.23], [-7.96, -0.39, -0.68], [-6.83, -2.01, -2.16], [-4.45, -1.73, -2.73], [-3.68, 1.37, -3.94], [-3.92, 1.86, -6.33], [-2.73, 0.51, -8.02], [-1.26, -1.35, -7.31], [-0.27, -2.69, -5.54], [-0.01, -3.24, -3.16], [1.46, -3.09, -0.47], [2.21, -5.44, -0.38], [1.78, -7.78, -0.53], [0.32, -8.26, -1.40], [0.31, -8.18, 0.36], [-1.83, -6.76, -0.84], [-2.59, -4.43, -0.93], [1.47, 3.72, 3.56], [1.99, 2.82, 2.72], [1.04, 1.98, 2.39], [-0.05, 2.41, 3.08], [0.17, 3.47, 3.81], [-1.33, 1.70, 2.96], [-2.49, 2.09, 3.61], [-3.62, 1.41, 3.48], [-3.60, 0.36, 2.67], [-2.46, -0.02, 1.98], [-1.32, 0.64, 2.13], [1.93, 4.49, 4.02], [3.02, 2.79, 2.41], [-2.49, 2.96, 4.26], [-4.53, -0.19, 2.55], [-2.48, -0.85, 1.29]],
  "mulliken_spin": [0.838, 0.013, 0.000, 0.002, -0.002, 0.001, -0.003, 0.039, 0.013, -0.002, 0.001, -0.003, 0.018, 0.001, 0.000, 0.000, 0.000, 0.000, 0.002, -0.004, 0.000, 0.000, 0.002, 0.000, 0.000, 0.000, 0.002, 0.000, 0.000, 0.000, 0.000, 0.000, 0.001, 0.000, 0.001, 0.000, 0.000, 0.000, 0.000, 0.000, 0.000, 0.000, 0.000, 0.000, 0.000, 0.000, 0.000, 0.000, -0.003, 0.000, 0.000, 0.003, 0.014, 0.006, 0.003, -0.001, 0.000, 0.000, 0.000, 0.000, 0.003, -0.003, -0.005, -0.008, 0.000, 0.000, 0.000, 0.000, 0.000, 0.000, 0.001, -0.002, 0.006, 0.013, 0.051, -0.002, 0.003, 0.000, 0.000, 0.000, 0.000, 0.000, 0.000, 0.000, 0.000, 0.000, 0.000, 0.000, 0.000, -0.001, 0.000, 0.000, 0.000, 0.000, 0.000, 0.000, 0.000, 0.000, 0.000, 0.000, 0.000, -0.003, 0.000, 0.000, 0.000, 0.000, 0.000, 0.000, 0.000, 0.003, 0.007, -0.013, 0.000, 0.023, 0.005, 0.003, 0.001, 0.010, -0.028, 0.000, 0.001, 0.000, 0.000, -0.004]
}

***

No. 2
{
  "formula": "C52H64Cl2N10OSSr",
  "method": "ωB97M-V with the def2-TZVPD basis set",
  "multiplicity": 1,
  "molar_mass_g_mol": 1035.7,
  "orbital_gap_ev": 2.8186,
  "e_tot_ev": -108627.189,
  "total_charge": -2,
  "species": ["Sr", "C", "C", "C", "C", "C", "C", "C", "C", "C", "C", "C", "C", "C", "C", "C", "C", "C", "H", "H", "H", "H", "H", "H", "H", "H", "H", "H", "H", "H", "H", "H", "H", "H", "H", "H", "H", "H", "H", "H", "H", "H", "H", "H", "H", "H", "H", "Cl", "C", "Cl", "H", "H", "C", "N", "C", "N", "C", "N", "C", "C", "C", "C", "C", "C", "C", "N", "N", "C", "O", "C", "C", "C", "C", "C", "C", "N", "C", "N", "C", "N", "C", "H", "H", "H", "H", "H", "H", "H", "H", "H", "H", "H", "H", "H", "H", "H", "H", "C", "C", "C", "C", "C", "C", "C", "C", "C", "S", "C", "N", "H", "H", "H", "H", "H", "H", "H", "H", "C", "C", "C", "C", "N", "H", "H", "H", "H", "H", "H", "H", "H", "H"],
  "positions_angstrom": [[-0.05, -1.59, 1.20], [-1.68, -1.30, 4.14], [-1.17, 0.03, 4.05], [-2.30, 0.86, 3.71], [-3.43, 0.01, 3.62], [-3.07, -1.31, 3.91], [-4.05, -2.46, 4.11], [-3.33, -3.81, 4.08], [-4.73, -2.30, 5.47], [-5.13, -2.45, 3.03], [-2.49, 2.32, 3.25], [-3.81, 2.87, 3.81], [-1.40, 3.32, 3.64], [-2.58, 2.32, 1.71], [0.18, 0.33, 4.74], [1.01, -0.96, 4.91], [1.14, 1.31, 4.05], [-0.12, 0.84, 6.17], [-1.13, -2.17, 4.48], [-4.42, 0.32, 3.33], [-2.67, -3.92, 4.95], [-2.72, -3.92, 3.19], [-4.06, -4.63, 4.11], [-3.98, -2.25, 6.26], [-5.41, -3.14, 5.68], [-5.31, -1.37, 5.50], [-4.69, -2.58, 2.04], [-5.68, -1.50, 3.03], [-5.85, -3.26, 3.19], [-3.82, 2.81, 4.90], [-4.67, 2.32, 3.44], [-3.93, 3.92, 3.51], [-1.13, 3.23, 4.69], [-1.77, 4.34, 3.47], [-0.51, 3.19, 3.03], [-3.39, 1.66, 1.39], [-1.64, 1.95, 1.29], [-2.77, 3.33, 1.32], [1.26, -1.40, 3.94], [0.49, -1.71, 5.51], [1.94, -0.72, 5.42], [1.30, 1.02, 3.00], [2.11, 1.29, 4.56], [0.79, 2.33, 4.09], [-0.71, 0.10, 6.71], [-0.69, 1.77, 6.14], [0.81, 1.02, 6.72], [-1.52, -4.77, -1.89], [-2.99, -4.92, -0.92], [-3.36, -3.45, -0.01], [-2.84, -5.72, -0.21], [-3.81, -5.11, -1.59], [3.61, -1.35, -3.90], [2.34, -1.68, -3.29], [2.09, -1.92, -2.00], [0.83, -2.21, -1.83], [0.32, -2.09, -3.08], [1.20, -1.77, -4.01], [4.04, 0.10, -3.93], [5.36, 0.37, -3.60], [5.86, 1.66, -3.66], [5.03, 2.70, -4.05], [3.71, 2.44, -4.39], [3.20, 1.15, -4.32], [2.90, 3.60, -4.79], [3.35, 4.78, -5.07], [2.25, 5.57, -5.31], [1.21, 4.81, -5.19], [1.56, 3.54, -4.88], [-0.19, 5.21, -5.29], [-0.49, 6.52, -5.64], [-1.81, 6.93, -5.68], [-2.83, 6.04, -5.37], [-2.53, 4.73, -5.03], [-3.68, 3.79, -4.70], [-3.28, 2.41, -4.65], [-2.78, 1.70, -3.63], [-2.51, 0.47, -4.02], [-2.88, 0.48, -5.32], [-3.36, 1.63, -5.76], [-1.21, 4.31, -4.99], [3.55, -1.72, -4.93], [4.36, -1.93, -3.37], [2.84, -1.91, -1.21], [-0.73, -2.24, -3.31], [6.01, -0.44, -3.28], [6.89, 1.86, -3.39], [5.39, 3.72, -4.09], [2.17, 0.95, -4.59], [0.33, 7.19, -5.87], [-2.04, 7.95, -5.95], [-3.86, 6.37, -5.40], [-4.45, 3.87, -5.46], [-4.12, 4.06, -3.74], [-2.64, 2.10, -2.64], [-2.80, -0.38, -5.97], [-0.96, 3.30, -4.71], [3.84, -1.66, 1.35], [3.59, -3.08, 0.96], [4.64, -3.86, 0.42], [4.44, -5.18, 0.15], [3.17, -5.76, 0.41], [2.94, -7.13, 0.17], [1.69, -7.64, 0.40], [0.66, -6.81, 0.87], [0.83, -5.46, 1.14], [-0.50, -4.53, 1.74], [2.15, -4.91, 0.90], [2.39, -3.59, 1.16], [4.75, -1.28, 0.86], [3.99, -1.60, 2.43], [2.97, -0.97, 1.12], [5.61, -3.40, 0.24], [5.24, -5.80, -0.23], [3.75, -7.76, -0.19], [1.49, -8.69, 0.22], [-0.33, -7.23, 1.05], [1.60, 2.64, 0.77], [1.70, 1.28, 0.02], [3.14, 1.26, -0.60], [0.71, 1.39, -1.17], [1.48, 0.17, 0.88], [2.32, 2.65, 1.60], [0.60, 2.76, 1.18], [1.82, 3.50, 0.11], [3.36, 2.14, -1.23], [3.26, 0.36, -1.21], [3.86, 1.22, 0.22], [0.92, 2.25, -1.83], [-0.30, 1.50, -0.76], [0.74, 0.47, -1.76]],
  "lowdin_charge": [1.049, -0.107, -0.167, -0.159, -0.075, -0.247, -0.566, -0.074, -0.070, -0.074, -0.530, -0.083, -0.066, -0.061, -0.527, -0.080, -0.080, -0.064, 0.076, 0.081, 0.081, 0.009, 0.075, 0.079, 0.067, 0.073, 0.012, 0.068, 0.073, 0.082, 0.057, 0.065, 0.066, 0.073, 0.048, 0.074, 0.060, 0.074, 0.070, 0.069, 0.074, 0.032, 0.073, 0.041, 0.081, 0.058, 0.070, 0.531, -1.017, 0.545, 0.012, 0.014, -0.087, -0.124, -0.151, 0.078, -0.251, 0.099, -0.195, -0.042, -0.068, -0.032, -0.138, 0.043, -0.283, 0.107, 0.109, -0.296, 0.150, -0.128, -0.027, -0.074, -0.048, -0.184, -0.088, -0.165, -0.152, 0.094, -0.231, 0.096, 0.048, 0.128, 0.122, 0.116, 0.080, 0.111, 0.103, 0.108, 0.126, 0.110, 0.101, 0.112, 0.126, 0.136, 0.138, 0.098, 0.124, -0.086, -0.355, -0.048, -0.041, -0.182, -0.092, -0.123, -0.158, -0.673, 0.446, -0.230, 0.127, 0.061, 0.080, 0.006, 0.096, 0.103, 0.090, 0.087, 0.079, -0.103, -0.846, -0.095, -0.102, -0.361, 0.063, 0.041, 0.056, 0.058, 0.036, 0.062, 0.053, 0.044, 0.038]
}

***

No. 3
{
  "formula": "C52H65N13",
  "method": "ωB97M-V with the def2-TZVPD basis set",
  "multiplicity": 1,
  "relative_energy_kj_mol": 1443.1,
  "molar_mass_g_mol": 872.2,
  "orbital_gap_ev": 8.4906,
  "e_tot_ev": -74331.538,
  "species": ["N", "C", "C", "C", "C", "H", "H", "H", "H", "H", "N", "C", "C", "C", "C", "H", "H", "H", "H", "H", "N", "C", "C", "C", "C", "H", "H", "H", "H", "H", "N", "C", "C", "C", "C", "H", "H", "H", "H", "H", "N", "C", "C", "C", "C", "H", "H", "H", "H", "H", "N", "C", "C", "C", "C", "H", "H", "H", "H", "H", "N", "C", "C", "C", "C", "H", "H", "H", "H", "H", "N", "C", "C", "C", "C", "H", "H", "H", "H", "H", "N", "C", "C", "C", "C", "H", "H", "H", "H", "H", "N", "C", "C", "C", "C", "H", "H", "H", "H", "H", "N", "C", "C", "C", "C", "H", "H", "H", "H", "H", "N", "C", "C", "C", "C", "H", "H", "H", "H", "H", "N", "C", "C", "C", "C", "H", "H", "H", "H", "H"],
  "positions_angstrom": [[-22.00, -35.52, 55.85], [-21.28, -35.27, 54.65], [-21.78, -36.21, 53.83], [-22.90, -36.93, 54.43], [-22.98, -36.46, 55.70], [-21.75, -35.28, 56.87], [-20.48, -34.61, 54.75], [-21.52, -36.53, 52.64], [-23.40, -37.62, 54.11], [-23.59, -36.82, 56.58], [-19.78, -37.43, 58.29], [-18.69, -36.79, 58.88], [-17.98, -36.40, 57.76], [-18.63, -36.90, 56.57], [-19.74, -37.45, 56.99], [-20.43, -37.81, 58.77], [-18.67, -36.84, 59.94], [-17.18, -35.90, 57.93], [-18.43, -36.67, 55.62], [-20.42, -37.85, 56.37], [-16.41, -32.33, 60.18], [-17.36, -32.84, 59.43], [-17.31, -32.20, 58.25], [-16.16, -31.17, 58.32], [-15.64, -31.26, 59.57], [-16.20, -33.00, 61.05], [-18.05, -33.70, 59.81], [-17.92, -32.27, 57.31], [-15.66, -30.60, 57.60], [-15.04, -30.63, 60.33], [-12.64, -35.19, 50.21], [-13.44, -34.34, 51.00], [-13.59, -35.01, 52.13], [-12.82, -36.41, 52.05], [-12.23, -36.33, 50.79], [-12.30, -34.88, 49.22], [-13.78, -33.35, 50.58], [-14.14, -34.64, 52.95], [-12.66, -37.20, 52.60], [-11.54, -36.93, 50.28], [-15.43, -30.60, 51.16], [-16.35, -31.70, 51.19], [-17.10, -31.63, 50.08], [-16.57, -30.48, 49.24], [-15.58, -29.88, 50.03], [-14.90, -30.13, 51.80], [-16.36, -32.36, 52.05], [-17.97, -32.15, 49.67], [-16.86, -30.00, 48.44], [-14.90, -29.03, 49.91], [-12.89, -30.41, 52.89], [-13.38, -29.10, 53.27], [-14.35, -29.35, 54.23], [-14.49, -30.85, 54.48], [-13.56, -31.48, 53.62], [-12.09, -30.32, 52.37], [-13.11, -28.14, 52.75], [-14.92, -28.61, 54.59], [-15.12, -31.24, 55.24], [-13.25, -32.37, 53.46], [-20.63, -34.50, 58.33], [-20.48, -33.37, 57.61], [-21.33, -32.48, 58.16], [-22.06, -33.13, 59.38], [-21.66, -34.41, 59.28], [-20.14, -35.35, 58.34], [-19.84, -33.23, 56.74], [-21.31, -31.38, 57.85], [-22.60, -32.57, 60.07], [-21.87, -35.28, 59.98], [-18.25, -32.93, 54.07], [-17.46, -33.78, 54.82], [-17.17, -34.73, 53.82], [-17.98, -34.57, 52.59], [-18.61, -33.39, 52.79], [-18.62, -32.02, 54.49], [-17.04, -33.49, 55.72], [-16.49, -35.61, 54.43], [-18.08, -35.22, 51.74], [-19.12, -32.83, 52.03], [-22.25, -29.06, 52.24], [-21.13, -28.66, 51.51], [-20.62, -29.81, 51.11], [-21.42, -30.93, 51.66], [-22.54, -30.35, 52.28], [-22.74, -28.34, 52.79], [-20.92, -27.63, 51.58], [-19.49, -29.82, 50.88], [-21.12, -31.90, 51.54], [-23.36, -30.87, 52.86], [-20.01, -30.23, 54.16], [-18.73, -29.77, 54.00], [-18.19, -29.70, 55.21], [-19.20, -30.17, 56.22], [-20.27, -30.47, 55.52], [-20.60, -30.28, 53.39], [-18.22, -29.57, 53.09], [-17.17, -29.23, 55.38], [-19.30, -30.22, 57.35], [-21.27, -30.88, 55.79], [-19.51, -34.66, 48.52], [-20.23, -33.46, 48.22], [-21.35, -33.44, 49.00], [-21.09, -34.52, 50.06], [-20.02, -35.29, 49.71], [-18.65, -35.05, 47.76], [-19.98, -32.86, 47.39], [-22.38, -32.95, 48.86], [-21.80, -34.89, 50.96], [-19.76, -36.19, 50.26], [-12.34, -35.06, 55.66], [-13.22, -34.06, 55.94], [-14.36, -34.62, 56.43], [-14.27, -36.11, 56.33], [-13.01, -36.30, 55.78], [-11.34, -35.01, 55.59], [-13.06, -32.99, 55.78], [-15.20, -34.03, 56.70], [-15.06, -36.96, 56.58], [-12.56, -37.25, 55.70], [-15.07, -37.20, 50.06], [-16.24, -37.16, 50.80], [-16.99, -38.10, 50.32], [-16.35, -38.72, 49.11], [-15.16, -38.12, 49.15], [-14.23, -36.68, 50.18], [-16.35, -36.45, 51.66], [-18.10, -38.33, 50.59], [-16.69, -39.55, 48.48], [-14.33, -38.69, 48.48]],
  "lowdin_charge": [-0.012, -0.106, -0.118, -0.087, -0.151, 0.128, 0.071, 0.147, -0.014, 0.125, 0.022, -0.082, -0.057, -0.037, -0.171, 0.074, 0.110, 0.018, 0.047, 0.100, -0.059, -0.220, -0.105, -0.078, -0.112, 0.199, 0.149, 0.054, 0.054, 0.132, -0.062, -0.134, -0.070, 0.003, -0.176, 0.194, 0.134, 0.052, 0.017, 0.098, 0.020, -0.109, -0.081, -0.058, -0.153, 0.033, 0.084, 0.077, 0.015, 0.115, 0.006, -0.121, -0.092, -0.033, -0.058, 0.092, 0.127, 0.036, 0.061, 0.009, -0.025, -0.183, -0.070, -0.041, -0.150, 0.052, 0.105, 0.091, 0.062, 0.130, 0.008, -0.128, -0.121, -0.098, -0.154, 0.111, 0.052, 0.144, 0.057, 0.097, -0.037, -0.113, -0.116, -0.100, -0.139, 0.156, 0.105, 0.121, 0.036, 0.148, 0.036, -0.163, -0.102, -0.117, -0.159, 0.032, 0.111, 0.100, 0.114, 0.121, -0.042, -0.175, -0.107, -0.139, -0.169, 0.245, 0.084, 0.115, 0.118, 0.091, 0.017, -0.166, -0.109, -0.079, -0.145, 0.137, 0.103, 0.050, 0.130, 0.086, 0.024, -0.143, -0.137, -0.098, -0.259, 0.071, 0.105, 0.120, 0.090, 0.165]
}